DFT (ωB97M-V/def2-TZVPD) results for a structure of composition C32H38N7OPdS2 at a distorted geometry.

Last column: Löwdin charge in e.
Atoms and positions in Å:
Pd  -0.61  -0.43  -0.28  0.202
C  -2.76  5.76  1.35  -0.086
C  -1.79  4.65  1.12  -0.333
C  -0.68  4.38  1.90  -0.063
C  0.14  3.24  1.67  0.005
C  -0.07  2.41  0.53  -0.281
N  0.75  1.33  0.35  -0.042
C  1.98  1.41  -0.23  -0.232
C  2.14  2.21  -1.42  -0.029
C  3.34  2.47  -2.09  -0.077
C  4.48  1.74  -1.70  -0.322
C  5.80  1.92  -2.51  -0.075
C  4.31  0.72  -0.82  -0.020
C  3.24  0.75  0.17  -0.149
N  3.45  0.15  1.33  -0.068
C  4.60  -0.50  1.86  -0.065
C  4.34  -0.84  3.17  -0.111
C  3.00  -0.42  3.45  -0.166
N  2.51  0.12  2.34  0.081
C  -1.25  2.65  -0.25  -0.195
C  -2.10  3.74  0.10  -0.008
N  -1.55  2.07  -1.49  -0.068
C  -2.29  2.57  -2.55  -0.052
C  -2.31  1.55  -3.52  -0.095
C  -1.42  0.55  -3.12  -0.149
N  -0.90  0.85  -1.91  -0.032
H  -3.25  5.56  2.34  0.085
H  -3.48  5.89  0.51  0.077
H  -2.20  6.71  1.49  0.074
H  -0.45  5.09  2.70  0.101
H  0.93  2.89  2.32  0.100
H  1.15  2.59  -1.80  0.106
H  3.45  3.19  -2.92  0.101
H  5.63  1.72  -3.59  0.072
H  6.65  1.36  -2.11  0.061
H  6.16  2.95  -2.49  0.053
H  5.15  0.04  -0.60  0.093
H  5.54  -0.68  1.33  0.102
H  5.01  -1.32  3.84  0.060
H  2.35  -0.38  4.35  0.103
H  -3.01  3.85  -0.46  0.085
H  -2.85  3.51  -2.47  0.110
H  -2.71  1.53  -4.50  0.065
H  -0.98  -0.29  -3.62  0.076
C  -1.05  -3.15  -2.37  -0.230
S  -0.10  -2.62  -0.88  0.735
O  -0.35  -3.64  0.16  -0.535
C  1.60  -2.66  -1.38  -0.389
C  2.54  -3.27  -0.53  -0.063
C  3.85  -3.46  -0.95  -0.097
C  4.21  -2.98  -2.19  -0.127
C  3.31  -2.30  -2.99  -0.073
C  1.97  -2.13  -2.57  -0.094
H  -0.81  -4.25  -2.51  0.066
H  -0.66  -2.54  -3.20  0.010
H  -2.18  -3.11  -2.30  0.069
H  2.13  -3.70  0.41  0.114
H  4.61  -4.01  -0.33  0.122
H  5.12  -3.23  -2.70  0.090
H  3.62  -1.81  -3.92  0.104
H  1.25  -1.60  -3.17  0.092
C  -3.08  -3.58  2.42  -0.025
N  -2.85  -2.09  2.46  -0.198
C  -1.50  -1.68  2.93  -0.088
C  -3.55  -1.32  1.56  -0.756
S  -2.96  0.05  0.78  0.739
N  -4.93  -1.58  1.48  -0.269
C  -5.60  -1.29  0.24  -0.147
C  -5.77  -1.78  2.69  -0.053
H  -2.30  -4.00  1.76  0.079
H  -4.08  -3.76  2.06  0.057
H  -3.01  -3.92  3.46  0.082
H  -1.28  -2.24  3.88  0.087
H  -1.50  -0.62  3.17  0.074
H  -0.78  -2.02  2.20  0.047
H  -4.87  -1.31  -0.62  0.075
H  -6.08  -0.29  0.24  0.076
H  -6.43  -2.00  0.06  0.083
H  -5.24  -1.42  3.60  0.097
H  -6.06  -2.83  2.83  0.072
H  -6.64  -1.14  2.48  0.079

Results
Energy relative to the best compared isomer or geometry (same formula, charge and spin) ... 38.4 kcal/mol
E ... -71424.5032 eV
E_HOMO ... -2.370 eV
Total charge ... -1
Kohn-Sham gap ... 0.1825 Eh



DFT (ωB97M-V/def2-TZVPD) results for a structure of composition C32H39As2N6NiO8S2 at a distorted geometry.

Last column: Löwdin charge in e.
Atoms and positions in Å:
Ni  -1.07  -0.12  -0.07  0.332
N  -1.75  0.86  1.74  0.011
N  -2.20  -0.03  2.69  -0.040
C  -2.30  -1.36  2.41  -0.803
N  -2.59  -2.14  3.47  0.126
S  -2.08  -2.00  0.87  0.751
H  -0.92  1.36  2.02  0.080
H  -2.46  1.54  1.50  0.093
H  -1.89  0.21  3.60  0.121
H  -2.90  -1.82  4.39  0.135
H  -2.64  -3.12  3.29  0.092
C  0.71  -2.07  -3.53  -0.099
C  0.05  -1.42  -4.56  -0.089
C  -0.87  -0.42  -4.22  -0.026
C  -1.13  -0.02  -2.89  -0.224
C  -0.48  -0.69  -1.86  -0.205
C  0.41  -1.72  -2.19  -0.133
C  -2.12  1.00  -2.56  -0.219
C  -2.54  2.02  -3.45  0.019
C  -3.46  2.92  -3.02  0.017
C  -4.13  2.74  -1.78  -0.151
C  -5.16  3.61  -1.34  -0.024
C  -5.74  3.36  -0.17  -0.077
C  -5.40  2.21  0.59  -0.063
C  -4.43  1.35  0.22  -0.023
C  -3.70  1.68  -0.99  -0.187
N  -2.61  0.90  -1.33  0.121
H  1.39  -2.87  -3.75  0.101
H  0.29  -1.72  -5.57  0.105
H  -1.38  0.04  -5.05  0.106
H  0.98  -2.30  -1.47  0.072
H  -2.07  2.12  -4.41  0.111
H  -3.73  3.81  -3.63  0.137
H  -5.38  4.50  -1.90  0.115
H  -6.51  4.05  0.24  0.126
H  -5.90  2.08  1.53  0.102
H  -4.14  0.42  0.71  0.098
C  1.43  -0.12  6.47  0.020
O  2.07  0.03  5.17  -0.025
C  1.35  -0.23  4.10  -0.505
O  0.26  -0.77  4.17  0.060
C  1.94  0.21  2.80  -0.240
C  2.78  1.23  2.81  -0.209
As  4.00  2.01  1.30  1.400
C  3.25  3.80  1.45  -0.271
C  2.67  1.23  0.14  -0.390
C  2.73  -0.13  0.15  -0.289
As  1.27  -0.78  1.24  1.335
C  1.52  -2.69  1.66  -0.236
C  4.07  -0.77  0.22  -0.604
O  4.45  -1.54  1.05  0.111
O  4.79  -0.36  -0.84  -0.058
C  6.15  -0.77  -0.78  -0.022
C  1.44  1.97  -0.06  -0.615
O  0.69  2.32  0.83  0.057
O  1.18  2.28  -1.31  0.003
C  2.14  2.01  -2.36  -0.010
C  3.13  2.11  4.00  -0.571
O  2.40  2.97  4.39  0.147
O  4.36  1.92  4.52  -0.034
C  5.22  0.81  4.13  -0.040
H  2.21  0.09  7.21  0.104
H  1.07  -1.13  6.60  0.091
H  0.64  0.61  6.57  0.103
H  3.80  4.25  2.27  0.030
H  2.15  3.78  1.67  0.050
H  3.41  4.40  0.55  0.043
H  1.27  -3.31  0.80  0.031
H  0.71  -2.88  2.40  0.023
H  2.45  -2.95  2.11  0.026
H  6.52  -0.59  -1.78  0.103
H  6.18  -1.84  -0.56  0.101
H  6.63  -0.22  -0.02  0.081
H  1.87  2.66  -3.20  0.105
H  2.08  0.97  -2.75  0.101
H  3.16  2.24  -2.03  0.097
H  5.88  1.13  3.31  0.066
H  4.64  -0.05  3.80  0.088
H  5.83  0.61  5.00  0.095
C  -3.30  -4.96  -5.18  -0.098
N  -4.06  -3.87  -4.62  -0.051
C  -3.64  -3.17  -3.54  -0.953
N  -2.34  -3.31  -3.26  0.119
S  -4.61  -2.11  -2.69  0.550
H  -3.83  -5.48  -5.99  0.100
H  -3.04  -5.75  -4.49  0.084
H  -2.33  -4.69  -5.57  0.068
H  -5.07  -3.83  -4.74  0.119
H  -1.73  -3.69  -3.94  0.075
H  -2.00  -2.60  -2.66  0.034

Results
Expectation value of S² ... 2.01
Energy relative to the best compared isomer or geometry (same formula, charge and spin) ... 0.0 kcal/mol
E ... -243521.0911 eV
E_HOMO (alpha / beta) ... -9.674 / -9.674 eV
Total charge ... +1
Kohn-Sham gap (alpha / beta) ... 0.2423 / 0.2424 Eh
2S+1 ... 3



DFT (ωB97M-V/def2-TZVPD) results for a structure of composition C32H39AsNO3PPd at a distorted geometry.

Last column: Löwdin charge in e.
Atoms and positions in Å:
Pd  -0.54  -0.98  -0.63  0.165
C  -4.10  -1.89  -0.52  -0.110
O  -2.75  -2.31  -0.44  -0.262
C  -2.65  -3.73  -0.49  -0.201
C  -1.24  -4.19  -0.26  -0.219
O  -0.47  -4.06  -1.45  -0.206
C  0.79  -4.67  -1.31  -0.108
H  -4.67  -2.26  0.33  0.090
H  -4.57  -2.24  -1.44  0.093
H  -4.09  -0.80  -0.50  0.058
H  -3.00  -4.10  -1.46  0.135
H  -3.28  -4.16  0.30  0.128
H  -1.26  -5.24  0.03  0.128
H  -0.79  -3.61  0.55  0.114
H  0.69  -5.72  -1.03  0.090
H  1.40  -4.15  -0.56  0.074
H  1.30  -4.61  -2.27  0.089
O  1.59  -1.43  -2.70  -0.062
N  1.88  -1.14  -1.37  -0.054
C  2.61  -0.11  -1.27  -0.148
C  3.01  0.42  0.04  -0.197
C  4.22  1.11  0.07  -0.042
C  4.74  1.60  1.26  -0.076
C  4.06  1.39  2.44  -0.073
C  2.84  0.73  2.42  -0.105
C  2.27  0.26  1.23  -0.274
P  0.57  -0.45  1.33  1.015
C  0.90  -1.69  2.65  -0.351
C  0.39  -1.65  3.94  -0.084
C  0.67  -2.66  4.85  -0.084
C  1.47  -3.73  4.49  -0.096
C  2.00  -3.78  3.20  -0.086
C  1.71  -2.78  2.29  -0.110
C  -0.39  0.84  2.23  -0.379
C  -1.71  0.49  2.54  -0.147
C  -2.56  1.39  3.16  -0.087
C  -2.12  2.68  3.44  -0.093
C  -0.82  3.05  3.10  -0.084
C  0.04  2.13  2.52  -0.096
H  0.99  -2.19  -2.61  0.059
H  2.93  0.42  -2.17  0.134
H  4.77  1.25  -0.85  0.113
H  5.69  2.12  1.26  0.104
H  4.47  1.74  3.38  0.106
H  2.30  0.58  3.35  0.110
H  -0.23  -0.81  4.25  0.096
H  0.26  -2.61  5.85  0.102
H  1.69  -4.52  5.20  0.100
H  2.63  -4.61  2.90  0.102
H  2.12  -2.82  1.29  0.091
H  -2.07  -0.49  2.26  0.100
H  -3.58  1.11  3.40  0.102
H  -2.79  3.40  3.90  0.100
H  -0.48  4.06  3.31  0.102
H  1.05  2.43  2.27  0.095
C  -3.00  2.97  -2.07  -0.338
As  -2.07  1.48  -1.16  1.115
C  -2.04  0.22  -2.66  -0.321
C  -0.20  2.18  -1.36  -0.348
C  0.10  2.99  -2.58  -0.309
C  0.57  2.37  -3.74  -0.060
C  0.84  3.11  -4.89  -0.086
C  0.64  4.49  -4.89  -0.102
C  0.19  5.12  -3.74  -0.089
C  -0.08  4.37  -2.60  -0.070
H  -2.55  3.22  -3.04  0.018
H  -2.97  3.85  -1.43  0.014
H  -4.04  2.69  -2.23  0.010
H  -1.58  0.64  -3.56  0.021
H  -3.04  -0.13  -2.89  0.021
H  -1.45  -0.67  -2.34  -0.023
H  0.40  1.28  -1.34  0.012
H  0.01  2.75  -0.45  0.062
H  0.74  1.30  -3.74  0.101
H  1.20  2.61  -5.78  0.100
H  0.86  5.07  -5.78  0.097
H  0.05  6.19  -3.73  0.100
H  -0.44  4.87  -1.70  0.111

Results
Energy relative to the best compared isomer or geometry (same formula, charge and spin) ... 21.0 kcal/mol
E ... -115053.6467 eV
E_HOMO ... -6.201 eV
Total charge ... 0
Kohn-Sham gap ... 0.2488 Eh